(1)
64
Properties=species:S:1:pos:R:3 method="wB97M-V/def2-TZVPD" s_squared=0.851 charge=-1 lumo_energy_ev="0.06 / 0.21" multiplicity=2 orbital_gap_ev="5.28 / 5.43"
Mn -0.089 1.063 0.112
S 3.447 3.558 3.112
Sb 1.870 1.960 2.876
S 1.984 0.817 0.651
S -0.184 2.582 1.627
S 1.436 0.698 4.700
O -1.946 1.366 -0.373
S -1.489 2.116 -1.528
O -2.143 3.384 -1.711
O -0.025 2.275 -1.378
C -1.855 1.217 -3.031
C -2.269 1.939 -4.140
C -2.709 1.261 -5.264
C -2.733 -0.128 -5.281
C -2.280 -0.843 -4.184
C -1.849 -0.158 -3.062
S -1.219 -1.060 -1.652
O -2.297 -1.143 -0.684
O -0.823 -2.357 -2.142
O -0.065 -0.272 -1.212
H -2.262 3.017 -4.092
H -3.045 1.821 -6.126
H -3.100 -0.656 -6.150
H -2.235 -1.922 -4.163
N -0.457 -0.411 1.481
S -0.582 -1.949 1.011
C 0.603 -2.782 2.122
C 0.430 -4.112 2.471
C 1.382 -4.734 3.258
C 2.499 -4.032 3.683
C 2.684 -2.714 3.302
C 1.738 -2.091 2.508
C -2.059 -2.602 1.823
C -2.926 -3.363 1.057
C -4.088 -3.855 1.629
C -4.366 -3.596 2.961
C -3.479 -2.855 3.726
C -2.319 -2.350 3.160
H -0.737 -0.266 2.456
H -0.435 -4.657 2.124
H 1.256 -5.772 3.530
H 3.235 -4.528 4.296
H 3.558 -2.162 3.609
H 1.894 -1.079 2.161
H -2.695 -3.534 0.019
H -4.778 -4.433 1.034
H -5.279 -3.968 3.404
H -3.689 -2.660 4.767
H -1.625 -1.776 3.760
S 2.907 0.926 -3.042
C 2.992 2.374 -2.211
N 3.878 2.552 -1.227
C 3.914 3.738 -0.396
C 3.458 4.939 -1.209
C 2.104 4.608 -1.823
N 2.269 3.429 -2.649
H 4.262 1.710 -0.821
H 4.935 3.865 -0.032
H 3.262 3.617 0.477
H 4.169 5.146 -2.014
H 3.380 5.813 -0.565
H 1.742 5.415 -2.465
H 1.358 4.432 -1.037
H 1.490 3.179 -3.242

***

(2)
59
Properties=species:S:1:pos:R:3 method="wB97M-V/def2-TZVPD" charge=+2 de_lowest_kj_mol=161.1 lumo_energy_ev="-7.37 / -7.32" orbital_gap_ev="5.99 / 6.03"
Rh 0.374 -0.089 0.480
N 2.952 -1.512 -0.426
N 3.556 -2.125 0.679
C 2.929 -2.150 1.863
N 3.463 -2.773 2.901
N 1.749 -1.519 1.876
N 0.866 -1.587 2.849
O 1.080 -2.156 3.892
O -0.209 -1.042 2.569
H 2.663 -2.214 -1.107
H 3.607 -0.871 -0.868
H 4.457 -2.583 0.578
H 4.355 -3.238 2.858
H 2.942 -2.812 3.774
C 1.392 0.590 -5.071
C 2.014 1.687 -4.477
C 2.028 1.834 -3.114
C 1.402 0.866 -2.287
C 0.802 -0.256 -2.902
C 0.784 -0.377 -4.270
N 1.376 1.020 -0.946
N 1.976 2.079 -0.421
C 1.710 2.350 0.844
C 2.288 3.462 1.509
C 1.901 3.783 2.782
C 0.963 3.006 3.471
C 0.428 1.866 2.870
C 0.797 1.526 1.598
H 1.409 0.485 -6.144
H 2.503 2.422 -5.095
H 2.509 2.673 -2.638
H 0.352 -1.021 -2.287
H 0.313 -1.230 -4.731
H 3.012 4.052 0.969
H 2.303 4.663 3.263
H 0.652 3.286 4.463
H -0.274 1.259 3.426
C -2.435 -4.407 0.172
N -3.031 -3.102 0.080
C -4.357 -2.814 0.168
C -4.493 -1.471 0.077
N -3.237 -0.911 -0.078
C -2.342 -1.949 -0.072
S -0.670 -2.024 -0.290
C -3.004 0.476 -0.196
C -4.087 1.360 -0.170
C -3.864 2.717 -0.313
C -2.568 3.161 -0.521
C -1.556 2.222 -0.538
N -1.750 0.913 -0.353
H -3.224 -5.153 0.231
H -1.815 -4.469 1.069
H -1.811 -4.604 -0.700
H -5.110 -3.567 0.290
H -5.398 -0.907 0.112
H -5.096 1.014 -0.039
H -4.689 3.412 -0.279
H -2.346 4.206 -0.660
H -0.540 2.540 -0.720

***

(3)
53
Properties=species:S:1:pos:R:3 method="wB97M-V/def2-TZVPD" charge=0 smiles="COc1cccc(-n2c(=O)c3ccccc3n(CC(=O)NC[C@H]3CCCO3)c2=O)c1" de_lowest_kj_mol=49.9 lumo_energy_ev=0.15 orbital_gap_ev=8.84
C -1.988 -3.795 -1.785
O -1.149 -4.607 -1.000
C -0.127 -4.024 -0.323
C 0.635 -4.872 0.485
C 1.689 -4.373 1.219
C 2.003 -3.024 1.178
C 1.253 -2.190 0.370
N 1.567 -0.791 0.310
C 2.834 -0.426 -0.151
O 3.653 -1.260 -0.458
C 3.034 1.019 -0.264
C 4.219 1.495 -0.827
C 4.418 2.848 -0.986
C 3.420 3.735 -0.601
C 2.243 3.285 -0.038
C 2.044 1.916 0.157
N 0.894 1.414 0.740
C -0.074 2.299 1.367
C -1.071 2.879 0.346
O -1.123 4.061 0.085
N -1.832 1.927 -0.211
C -2.876 2.207 -1.166
C -4.137 1.352 -0.936
C -3.833 -0.159 -0.899
C -3.835 -0.512 0.597
C -4.299 0.784 1.288
O -4.786 1.648 0.279
C 0.587 0.077 0.730
O -0.512 -0.316 1.089
C 0.198 -2.674 -0.388
H -2.744 -4.463 -2.195
H -1.439 -3.326 -2.609
H -2.476 -3.023 -1.182
H 0.375 -5.917 0.515
H 2.271 -5.038 1.839
H 2.823 -2.628 1.755
H 4.957 0.769 -1.132
H 5.335 3.217 -1.418
H 3.558 4.796 -0.748
H 1.473 3.995 0.216
H 0.449 3.112 1.871
H -0.625 1.710 2.106
H -1.715 0.972 0.105
H -2.515 2.023 -2.186
H -3.126 3.266 -1.072
H -4.844 1.609 -1.733
H -4.617 -0.704 -1.425
H -2.884 -0.383 -1.383
H -2.849 -0.807 0.950
H -4.528 -1.326 0.802
H -5.120 0.620 1.989
H -3.473 1.262 1.830
H -0.358 -1.991 -1.010

***

no.,calculated total energy (a.u.)
1,-6044.6681
2,-2058.2478
3,-1392.6794